C12H17NO2 | ωB97M-V/def2-TZVPD

* calculated total energy: -672.48423 Eh
* relative energy (zero: lowest compared OMol25 entry of this formula, charge and spin): 527.6 kJ/mol
* LUMO energy: 0.7545 eV
* strongest force on any atom: 0.0862 Eh/bohr
* orbital gap: 9.30 eV
* structure (SMILES): C=C(c1ccccc1)C(C)C.C=[N+]([O-])O

Positions of all 32 atoms, in Å:
C 0.97 -1.47 0.53
C 0.57 -0.28 0.20
C 0.13 0.06 -1.15
C 1.00 -0.30 -2.18
C 0.73 0.07 -3.49
C -0.26 0.94 -3.81
C -1.11 1.35 -2.76
C -0.94 0.92 -1.50
C 0.38 0.78 1.28
C 0.44 0.36 2.71
C 1.43 1.80 0.96
H 1.33 -1.77 1.54
H 1.09 -2.27 -0.15
H 1.81 -1.00 -2.13
H 1.39 -0.42 -4.12
H -0.59 1.12 -4.83
H -1.94 2.08 -3.01
H -1.39 1.44 -0.71
H -0.57 1.34 1.02
H -0.21 -0.40 2.88
H 0.15 1.09 3.37
H 1.41 0.00 2.91
H 1.17 2.84 1.33
H 1.57 1.92 -0.13
H 2.40 1.64 1.35
C -1.93 -2.18 0.72
N -2.84 -1.82 -0.07
O -3.70 -1.01 -0.04
O -2.89 -2.65 -1.21
H -1.76 -1.57 1.66
H -1.30 -3.08 0.65
H -3.78 -2.74 -1.63

natural (NBO) charges in e: C -0.41; C 0.02; C -0.06; C -0.18; C -0.21; C -0.21; C -0.19; C -0.21; C -0.25; C -0.60; C -0.60; H 0.20; H 0.20; H 0.21; H 0.21; H 0.22; H 0.21; H 0.21; H 0.21; H 0.20; H 0.22; H 0.20; H 0.20; H 0.22; H 0.21; C -0.25; N 0.38; O -0.47; O -0.60; H 0.21; H 0.23; H 0.49